Entry from the OMol25 dataset: C13H19Cl2NO in the gas phase (the ωB97M-V functional and the def2-TZVPD basis).

The geometry in XYZ format:
```
36
Properties=species:S:1:pos:R:3:mulliken_charge:R:1
C -4.034 0.539 0.304 -1.280
C -3.151 0.564 -0.939 -0.632
N -1.807 0.097 -0.653 0.661
C -0.815 0.605 -1.587 -0.632
C -0.403 2.037 -1.255 -1.192
C -1.729 -1.333 -0.402 -1.177
C -1.362 -1.623 1.061 -0.842
C -0.076 -0.905 1.450 -0.618
O 0.981 -1.428 0.662 -0.291
C 2.164 -0.780 0.640 0.411
C 2.493 0.324 1.423 -0.304
C 3.742 0.909 1.309 -0.734
C 4.682 0.410 0.424 0.188
Cl 6.233 1.154 0.297 -0.206
C 4.361 -0.698 -0.357 0.157
Cl 5.511 -1.344 -1.464 -0.201
C 3.116 -1.285 -0.251 -0.392
H -3.556 1.095 1.106 0.299
H -4.996 0.996 0.083 0.436
H -4.209 -0.479 0.643 0.256
H -3.626 -0.033 -1.740 0.360
H -3.082 1.593 -1.293 0.398
H -1.178 0.560 -2.629 0.351
H 0.074 -0.026 -1.517 0.295
H -0.041 2.095 -0.232 0.218
H 0.395 2.352 -1.923 0.407
H -1.234 2.728 -1.364 0.364
H -0.967 -1.793 -1.039 0.506
H -2.683 -1.820 -0.631 0.364
H -2.154 -1.276 1.723 0.389
H -1.236 -2.698 1.192 0.402
H 0.145 -1.057 2.515 0.471
H -0.204 0.164 1.252 0.269
H 1.791 0.733 2.131 0.415
H 3.994 1.764 1.916 0.412
H 2.863 -2.142 -0.853 0.475
```

Properties
HOMO-LUMO gap ... 9.325 eV
SMILES ... CCN(CC)CCCOc1ccc(Cl)c(Cl)c1
Lowest unoccupied orbital energy ... 0.835 eV
Strongest force on any atom ... 0.5 eV/A
Charge ... 0